Computed, not measured: a single C22H25N5O3S molecule at a distorted geometry, with ωB97M-V/def2-TZVPD.

The calculation puts the energy above the lowest of the compared OMol25 structures with the same formula, charge and spin at 1.8217 eV. The charge is 0. The value obtained for the orbital gap is 7.69 eV. Its lowest unoccupied orbital energy is 0.38 eV. As for the SMILES: Cn1c(COc2ccccc2)nnc1SCC(=O)Nc1ccc(N2CCOCC2)cc1. For the HOMO energy, the calculation gives -7.3 eV.

Last columns: bonded neighbours and bond lengths (Å).
Cartesian coordinates (Å):
1 C -1.4018 3.6803 1.6003  N2 1.434, H54 1.092, H55 1.090, H56 1.090
2 N -0.1366 3.5988 0.9298  C1 1.434, C3 1.366, C6 1.368
3 C 1.0949 3.3641 1.4712  N2 1.366, N4 1.304, S22 1.742
4 N 2.0199 3.3914 0.5519  C3 1.304, N5 1.337
5 N 1.4152 3.6371 -0.6149  N4 1.337, C6 1.304
6 C 0.1358 3.7647 -0.4004  N2 1.368, N5 1.304, C7 1.489
7 C -0.9047 4.0021 -1.4392  C6 1.489, O8 1.413, H20 1.096, H21 1.096
8 O -1.9216 3.0218 -1.4284  C7 1.413, C9 1.375
9 C -1.6309 1.7572 -1.8834  O8 1.375, C10 1.394, C14 1.388
10 C -2.7243 0.8989 -1.9815  C9 1.394, C11 1.380, H19 1.079
11 C -2.5537 -0.3901 -2.4431  C10 1.380, C12 1.386, H18 1.081
12 C -1.2942 -0.8428 -2.8020  C11 1.386, C13 1.382, H17 1.078
13 C -0.2095 0.0053 -2.6864  C12 1.382, C14 1.385, H16 1.079
14 C -0.3657 1.3050 -2.2327  C9 1.388, C13 1.385, H15 1.078
15 H 0.5001 1.9426 -2.1544  C14 1.078
16 H 0.7779 -0.3402 -2.9508  C13 1.079
17 H -1.1590 -1.8490 -3.1655  C12 1.078
18 H -3.4125 -1.0397 -2.5318  C11 1.081
19 H -3.6984 1.2706 -1.7027  C10 1.079
20 H -1.4257 4.9454 -1.2412  C7 1.096
21 H -0.4109 4.0620 -2.4153  C7 1.096
22 S 1.3450 2.9787 3.1511  C3 1.742, C23 1.814
23 C 2.8463 1.9822 2.9377  S22 1.814, H24 1.090, H25 1.091, C26 1.533
24 H 3.6312 2.6239 2.5385  C23 1.090
25 H 3.1281 1.6446 3.9366  C23 1.091
26 C 2.6965 0.7720 2.0086  C23 1.533, O27 1.208, N28 1.351
27 O 3.6824 0.2838 1.5086  C26 1.208
28 N 1.4268 0.3327 1.8656  C26 1.351, C29 1.402, H53 1.014
29 C 0.9350 -0.7044 1.0608  N28 1.402, C30 1.390, C34 1.389
30 C 1.7393 -1.4645 0.2191  C29 1.390, C31 1.377, H52 1.077
31 C 1.1905 -2.4846 -0.5261  C30 1.377, C32 1.401, H51 1.079
32 C -0.1715 -2.8048 -0.4582  C31 1.401, C33 1.398, N37 1.389
33 C -0.9709 -2.0082 0.3677  C32 1.398, C34 1.380, H36 1.078
34 C -0.4267 -0.9767 1.1050  C29 1.389, C33 1.380, H35 1.082
35 H -1.0731 -0.3845 1.7394  C34 1.082
36 H -2.0304 -2.1858 0.4567  C33 1.078
37 N -0.6835 -3.8220 -1.2542  C32 1.389, C38 1.449, C43 1.452
38 C -2.1075 -4.0881 -1.2945  N37 1.449, H39 1.088, C40 1.534, H50 1.096
39 H -2.6697 -3.1592 -1.2225  C38 1.088
40 C -2.5152 -5.0745 -0.1928  C38 1.534, O41 1.412, H48 1.091, H49 1.101
41 O -1.7933 -6.2810 -0.3176  C40 1.412, C42 1.410
42 C -0.4029 -6.0480 -0.2744  O41 1.410, C43 1.536, H46 1.091, H47 1.102
43 C 0.0402 -5.0744 -1.3768  N37 1.452, C42 1.536, H44 1.087, H45 1.095
44 H 1.1133 -4.9153 -1.3063  C43 1.087
45 H -0.1921 -5.5073 -2.3556  C43 1.095
46 H 0.0711 -7.0225 -0.4014  C42 1.091
47 H -0.1224 -5.6307 0.7064  C42 1.102
48 H -3.5700 -5.3427 -0.2737  C40 1.091
49 H -2.3258 -4.6284 0.7960  C40 1.101
50 H -2.3222 -4.5478 -2.2662  C38 1.096
51 H 1.8400 -3.0338 -1.1894  C31 1.079
52 H 2.7919 -1.2476 0.1511  C30 1.077
53 H 0.7174 0.8113 2.4092  N28 1.014
54 H -1.6549 4.7220 1.8108  C1 1.092
55 H -2.1737 3.2439 0.9671  C1 1.090
56 H -1.3390 3.1384 2.5440  C1 1.090